Entry 1:
Below is a 3-piece molecular cluster, C34H23NO8PS3 overall at a distorted geometry, with properties calculated with ωB97M-V/def2-TZVPD.

Structure (XYZ):
```
70
C34H23NO8PS3, DFT ωB97M-V/def2-TZVPD
O 7.65366 -3.91439 -2.00340
C 7.10393 -3.37038 -1.10929
O 7.63906 -3.29562 0.17534
C 5.67323 -2.71242 -1.24781
C 5.60501 -1.25215 -1.42880
C 4.26476 -0.67107 -1.52509
S 4.04146 1.12428 -1.73734
N 3.13365 -1.44942 -1.43102
C 3.15787 -2.82929 -1.26497
P 1.55713 -3.78297 -1.12278
O 0.32402 -2.62209 -1.17146
O 1.48755 -4.43860 0.41078
S 1.37127 -5.07592 -2.52171
C 4.44457 -3.52806 -1.16979
S 4.53708 -5.34054 -0.96380
H 7.16049 -2.55878 0.61272
H 6.50497 -0.60146 -1.47611
H 3.89247 1.70265 -0.48847
H 2.21977 -0.98594 -1.48000
H 0.51995 -1.97492 -0.45441
H 2.11878 -5.19410 0.38736
H 5.64602 -5.57560 -0.16159
C -4.98329 -1.84707 5.82296
C -6.11171 -2.63807 5.62413
C -6.19920 -3.45752 4.50795
C -5.16332 -3.48071 3.57908
C -4.04223 -2.66924 3.76614
C -3.95095 -1.86141 4.89652
C -2.95282 -2.64638 2.76026
O -1.97178 -1.94235 2.92220
C -3.08158 -3.49046 1.54655
C -2.09530 -3.43599 0.56769
C -2.19112 -4.22854 -0.56756
C -3.27888 -5.08621 -0.72113
C -4.26869 -5.13969 0.24971
C -4.17727 -4.33531 1.38166
C -5.25909 -4.37403 2.39797
O -6.20822 -5.11980 2.26158
H -4.91262 -1.21437 6.70006
H -6.92281 -2.61627 6.34252
H -7.07711 -4.07519 4.36017
H -3.07726 -1.24004 5.05287
H -1.25152 -2.77076 0.68830
H -1.42164 -4.17277 -1.32538
H -3.35505 -5.71139 -1.60330
H -5.11381 -5.80570 0.12180
C 4.03317 6.21611 -2.44088
C 4.03194 5.08335 -1.63080
C 2.83548 4.58592 -1.13486
C 1.63728 5.22380 -1.43644
C 1.64047 6.37136 -2.22737
C 2.84078 6.85945 -2.73824
C 0.37302 7.09096 -2.51651
O 0.37507 8.08842 -3.20857
C -0.89104 6.57302 -1.93735
C -2.07884 7.26624 -2.15048
C -3.26852 6.78299 -1.62421
C -3.27830 5.59985 -0.89030
C -2.09640 4.90790 -0.67026
C -0.89822 5.39666 -1.18438
C 0.36380 4.66890 -0.91370
O 0.36094 3.63457 -0.26879
H 4.96676 6.59964 -2.83554
H 4.96620 4.58830 -1.38867
H 2.83766 3.70149 -0.50820
H 2.84639 7.74367 -3.36444
H -2.07792 8.18588 -2.72354
H -4.19133 7.32731 -1.78717
H -4.20939 5.22013 -0.48605
H -2.10843 3.99019 -0.09437
```

Calculated values
- Charge: +1
- HOMO level: -11.32 eV
- Molar mass: 700.73 g/mol
- Max |F|: 0.0700 hartree/bohr
- Frontier orbital gap: 5.8162 eV

Entry 2:
Below is C34H24Cl4N4O4Os as an isolated structure, with properties calculated with ωB97M-V/def2-TZVPD.

Structure (XYZ):
```
71
C34H24Cl4N4O4Os, DFT ωB97M-V/def2-TZVPD
Os -0.68338 0.54083 -0.06923
C -2.41915 -3.31136 1.35542
O -1.18952 -3.05386 2.11813
C -0.72405 -1.92260 1.66822
N -1.43843 -1.23288 0.85497
C -2.68490 -1.99045 0.59323
C -2.90977 -2.13578 -0.88951
C -1.83928 -2.08603 -1.78048
C -2.06733 -2.17549 -3.14850
C -3.35972 -2.32061 -3.62999
C -4.42496 -2.38503 -2.74148
C -4.20123 -2.28648 -1.37617
C 0.64105 -1.46274 1.89215
C 1.57629 -1.97458 2.77089
C 2.86625 -1.46308 2.72165
C 3.18405 -0.50490 1.76924
C 2.17912 -0.06256 0.93094
N 0.92434 -0.50631 1.00168
C 2.28305 0.85637 -0.19246
N 1.18893 1.13302 -0.80302
C 1.50633 2.09429 -1.89134
C 3.05375 2.08584 -1.85816
O 3.39859 1.36659 -0.61731
C 0.95192 1.71893 -3.23790
C 0.63852 2.73459 -4.13312
C 0.19876 2.42778 -5.41069
C 0.07099 1.10224 -5.80172
C 0.38234 0.08679 -4.91070
C 0.81737 0.39097 -3.62672
H -3.19752 -3.57890 2.06216
H -2.20550 -4.14589 0.69051
H -3.52514 -1.45802 1.03930
H -0.81386 -2.02795 -1.41914
H -1.23402 -2.14674 -3.83418
H -3.53662 -2.39594 -4.69422
H -5.43302 -2.51044 -3.11337
H -5.03889 -2.31834 -0.68865
H 1.29576 -2.75692 3.46228
H 3.62402 -1.82976 3.40016
H 4.18526 -0.11149 1.66087
H 1.11787 3.06789 -1.59652
H 3.50201 3.07180 -1.79792
H 3.48433 1.51809 -2.67983
H 0.73515 3.77015 -3.83013
H -0.03788 3.22373 -6.10366
H -0.25773 0.86174 -6.80360
H 0.31213 -0.94364 -5.23154
H 1.09322 -0.41115 -2.94699
Cl -2.07899 7.09942 -0.01681
C -1.60335 5.52643 0.45980
C -1.29431 5.25302 1.79652
Cl -1.38845 6.49092 2.97343
C -0.91514 3.96559 2.18328
Cl -0.55528 3.56386 3.81189
C -0.83696 2.96765 1.22632
O -0.50784 1.68957 1.54000
C -1.13683 3.24136 -0.10400
O -1.01015 2.21562 -0.99430
C -1.52967 4.51077 -0.49541
Cl -1.91187 4.77897 -2.14737
C -5.41049 1.62878 0.18099
C -4.64719 1.55933 1.33886
C -3.32284 1.18877 1.24239
N -2.76316 0.87552 0.06026
C -3.49434 0.94583 -1.06123
C -4.82198 1.31918 -1.03508
H -6.44855 1.92997 0.22619
H -5.06104 1.80701 2.30573
H -2.67110 1.14779 2.10583
H -2.98721 0.71124 -1.98913
H -5.37547 1.36973 -1.96142
```

Calculated values
- Charge: +2
- Energy above the lowest of the compared OMol25 structures with the same formula, charge and spin: 6.6 kcal per mole
- HOMO level: -12.97 eV
- Molar mass: 884.63 g/mol
- Max |F|: 0.0113 hartree/bohr
- Frontier orbital gap: 5.8990 eV

Entry 3:
Below is C34H25Cl4LuN2O6P as an isolated structure at a distorted geometry, with properties calculated with ωB97M-V/def2-TZVPD.

Structure (XYZ):
```
73
C34H25Cl4LuN2O6P, DFT ωB97M-V/def2-TZVPD
Lu -3.17608 1.55385 19.06036
O -2.47874 3.70768 22.80306
C -3.26193 3.02692 21.97601
O -3.04470 3.07699 20.71357
C -4.07303 1.98280 22.61366
O -3.18110 0.88008 22.72948
C -3.75889 -0.41277 22.56989
C -3.98348 -0.93011 21.09350
O -4.12270 -2.11343 20.82084
O -3.93976 0.07324 20.23033
H -2.20651 4.59336 22.50368
H -4.39281 2.23993 23.59653
H -4.92487 1.69897 21.98340
H -3.20603 -1.13746 23.14058
H -4.79038 -0.43361 23.05436
Cl -6.03273 2.32905 19.63923
C -7.28321 2.25281 18.44177
C -8.46338 2.90664 18.68782
C -9.48925 2.88685 17.72164
C -9.21870 2.18855 16.53393
C -8.00956 1.56486 16.28694
C -6.96523 1.60496 17.21962
P -5.50584 0.65820 16.83003
C -5.95898 -1.11168 16.94804
C -5.34235 -1.87214 17.91807
C -5.73774 -3.23110 18.04858
C -6.68371 -3.78312 17.21176
C -7.23218 -3.04331 16.22044
C -6.86956 -1.70029 16.03856
C -5.11319 0.83544 15.05019
C -4.60108 -0.32577 14.32962
C -4.51338 -0.27239 12.95577
C -4.81516 0.88626 12.21011
C -5.29913 2.01135 12.85331
C -5.39395 1.97778 14.28146
H -8.58831 3.54458 19.59607
H -10.38416 3.45797 17.81822
H -10.00245 2.08132 15.78746
H -7.74480 1.11635 15.33696
H -4.61285 -1.42444 18.58016
H -5.34544 -3.83409 18.81928
H -6.95180 -4.83696 17.21201
H -8.05291 -3.43461 15.53978
H -7.31596 -1.14552 15.22625
H -4.28273 -1.18372 14.84129
H -4.02072 -1.13742 12.48641
H -4.62123 0.83058 11.15350
H -5.57228 2.92753 12.30953
H -5.58910 2.90488 14.83718
Cl 3.52465 -0.94511 17.31171
C 1.92217 -0.41610 17.44565
C 1.51509 0.37809 18.48564
C 0.15878 0.67218 18.56003
Cl -0.45473 1.81206 19.82904
C -0.82842 0.04348 17.75756
O -2.09241 0.36341 17.81874
C -0.36671 -0.82643 16.71206
Cl -1.59789 -1.59626 15.74980
C 0.99051 -1.04324 16.59821
H 2.24060 0.77970 19.17642
H 1.40365 -1.74435 15.87550
N 0.08503 4.30200 13.94355
C -0.71737 4.37302 14.77137
C -1.72541 4.43792 15.81453
C -2.56967 5.57193 15.90296
C -3.53024 5.54692 16.88728
C -3.71047 4.39857 17.62155
N -2.97520 3.29395 17.46744
C -1.88223 3.37389 16.62620
H -2.32722 6.51657 15.40861
H -4.08448 6.45578 17.00334
H -4.45794 4.37108 18.38131
H -1.14371 2.59517 16.62056
```

Calculated values
- Charge: +1
- Energy above the lowest of the compared OMol25 structures with the same formula, charge and spin: 13.0 kcal per mole
- HOMO level: -10.56 eV
- Molar mass: 905.33 g/mol
- Max |F|: 0.0871 hartree/bohr
- Frontier orbital gap: 7.1087 eV